# 1
ORCA calculation (ωB97M-V with the def2-TZVPD basis set) on 2 unconnected molecules or ions with the total composition C6H17N3 in a non-equilibrium geometry.

Computed properties:
F_max: 0.082 hartree/bohr
Energy relative to the best compared isomer or geometry (same formula, charge and spin): 61.2 kcal/mol
E_HOMO: -8.013 eV
Electronic energy: -10965.5544 eV

Structure (XYZ):
```
26
C6H17N3 | the Open Molecules 2025 dataset | ωB97M-V with the def2-TZVPD basis set
C 0.0032 0.4491 -2.0088
C 0.4638 -0.1289 -0.8852
C 1.5034 0.7436 -0.0055
C 1.0259 -1.5418 -1.0386
N 0.2042 -2.3432 -1.9359
N 1.3937 -2.1649 0.2265
H -0.1100 -0.1031 -2.9293
H -0.3337 1.4739 -2.0238
H 1.0822 1.6673 0.3707
H 2.3134 0.9481 -0.7005
H 1.8358 0.1422 0.8314
H 1.9851 -1.4011 -1.5673
H -0.7153 -2.5106 -1.5379
H 0.6478 -3.2365 -2.1196
H 0.5732 -2.3544 0.7957
H 1.8750 -3.0401 0.0576
C -1.4730 2.3260 0.7923
N -1.4878 0.8891 0.9109
C -1.4014 0.4919 2.2902
H -2.4398 2.7244 1.1168
H -1.3134 2.6140 -0.2468
H -0.6952 2.8098 1.4097
H -0.7541 0.3811 0.1894
H -0.4218 0.7199 2.7483
H -2.1615 1.0209 2.8729
H -1.5994 -0.5765 2.3869
```

# 2
ORCA calculation (ωB97M-V with the def2-TZVPD basis set) on 2 unconnected molecules or ions with the total composition C6H17N3 in a non-equilibrium geometry.

Computed properties:
F_max: 0.083 hartree/bohr
Energy relative to the best compared isomer or geometry (same formula, charge and spin): 75.5 kcal/mol
E_HOMO (spin up / spin down): -18.808 / -18.882 eV
Electronic energy: -10946.8140 eV
Charge: +2

Structure (XYZ):
```
26
C6H17N3 | the Open Molecules 2025 dataset | ωB97M-V with the def2-TZVPD basis set
C 0.4115 0.4534 1.4787
C 1.0254 -0.6007 2.2130
C -1.4475 0.5800 -1.7039
C 0.6201 1.9835 -1.3145
C -0.5362 -2.8082 -0.6243
C -0.4788 1.1116 -0.6750
N 0.1019 1.6041 2.0978
N -0.1337 0.2070 0.3267
N 0.3175 -1.6825 -0.4827
H 0.2357 -1.2571 2.7190
H 1.6542 -1.1443 1.5506
H 1.6850 -0.2231 3.0602
H -1.6707 1.4176 -2.3051
H -1.0333 -0.1046 -2.3733
H -2.3194 0.1114 -1.1911
H 0.5801 3.0460 -1.1285
H 0.6736 1.8557 -2.4077
H 1.6156 1.7811 -0.8346
H -1.2219 -3.0205 0.2816
H -1.0175 -2.6898 -1.5545
H 0.2059 -3.7517 -0.4867
H -1.0694 1.8587 -0.0795
H 0.3072 1.7288 3.1260
H -0.1384 2.5457 1.7033
H 0.4315 -1.1823 -1.4174
H 1.2013 -1.8197 0.0220
```

# 3
ORCA calculation (ωB97M-V with the def2-TZVPD basis set) on a molecular structure, C6H17N3PtSeSi in a non-equilibrium geometry.

Computed properties:
F_max: 0.024 hartree/bohr
Energy relative to the best compared isomer or geometry (same formula, charge and spin): 0.0 kcal/mol
E_HOMO (spin up / spin down): -15.472 / -15.473 eV
Electronic energy: -87422.2737 eV
Charge: +2

Structure (XYZ):
```
29
C6H17N3PtSeSi | the Open Molecules 2025 dataset | ωB97M-V with the def2-TZVPD basis set
Pt 0.6815 0.9600 0.3173
N 2.2070 -0.1789 -0.5059
C 2.9837 -0.7782 0.6213
C 1.9745 -1.4561 1.5220
N 0.9028 -0.4587 1.8523
H 1.8187 -0.9242 -1.0838
H 2.7885 0.3929 -1.1178
H 3.4958 0.0321 1.1398
H 3.7312 -1.4737 0.2410
H 2.4423 -1.8286 2.4310
H 1.5037 -2.2968 1.0116
H 1.1665 0.0532 2.6953
H 0.0456 -0.9485 2.0968
C -1.2264 -1.8074 -0.4821
Si -1.5399 0.0159 -0.4772
C -2.4832 0.6912 0.9658
C -1.9587 0.6922 -2.1322
H -2.1964 -2.2848 -0.6687
H -0.8592 -2.2243 0.4556
H -0.5760 -2.1180 -1.3020
H -3.5446 0.5395 0.7244
H -2.3531 1.7639 1.1101
H -2.2932 0.1704 1.9046
H -2.9390 0.2749 -2.3943
H -1.2618 0.3761 -2.9094
H -2.0533 1.7756 -2.1466
Se -0.5702 4.9469 -2.0593
C -0.1044 3.5399 -1.2033
N 0.2175 2.5538 -0.6062
```

# 4
ORCA calculation (ωB97M-V with the def2-TZVPD basis set) on a gas-phase ion, C6H17N3S (charge +2) in a non-equilibrium geometry.

Computed properties:
F_max: 0.092 hartree/bohr
Energy relative to the best compared isomer or geometry (same formula, charge and spin): 10.3 kcal/mol
E_HOMO: -16.050 eV
Electronic energy: -21785.1888 eV
Charge: +2

Structure (XYZ):
```
27
C6H17N3S | the Open Molecules 2025 dataset | ωB97M-V with the def2-TZVPD basis set
C 2.3947 0.2040 0.5942
C 1.3488 -0.1766 -0.4556
S 1.1973 -2.0964 -0.5050
N 1.7332 0.2179 -2.0172
C 0.6093 1.0637 -2.4645
C -0.5957 0.4939 -1.5995
N -0.0449 0.3065 -0.2836
C -0.7459 0.2974 0.9870
C -2.0534 -0.4666 0.8764
N -2.7995 -0.5154 2.2242
H 3.3046 -0.2307 0.3903
H 2.1186 -0.1004 1.5499
H 2.4387 1.3601 0.6741
H 2.5364 -2.0782 -0.3294
H 1.8786 -0.7123 -2.4536
H 2.6678 0.8246 -2.0997
H 0.4675 1.0614 -3.5998
H 0.8171 2.0794 -2.2786
H -1.4415 1.0928 -1.6626
H -1.0387 -0.4084 -2.0521
H -1.1574 1.3209 1.2487
H -0.1859 0.1166 1.8631
H -1.8366 -1.5324 0.7997
H -2.6899 0.0275 0.1391
H -3.4285 0.3186 2.5352
H -1.9401 -0.6540 2.8527
H -3.3679 -1.3788 2.3331
```